{"formula": "C42H46BClO5P2Rh", "method": "the ωB97M-V functional and the def2-TZVPD basis", "total_energy_ha": -3282.13512, "total_charge": 1, "homo_lumo_gap_ev": [5.58, 5.32], "e_above_lowest_kcal_mol": 73.00, "multiplicity": 5, "max_force_ha_per_bohr": 0.076, "homo_ev": [-8.617, -10.496], "symbols": ["Rh", "C", "C", "P", "C", "C", "C", "C", "C", "C", "C", "C", "C", "C", "C", "C", "C", "P", "C", "C", "C", "C", "C", "C", "C", "C", "C", "C", "C", "C", "H", "H", "H", "H", "H", "H", "H", "H", "H", "H", "H", "H", "H", "H", "H", "H", "H", "H", "H", "H", "H", "H", "H", "H", "H", "H", "C", "C", "C", "O", "B", "O", "C", "C", "C", "H", "H", "H", "H", "H", "H", "H", "H", "H", "H", "H", "H", "C", "C", "C", "C", "Cl", "C", "C", "C", "O", "C", "C", "O", "O", "H", "H", "H", "H", "H", "H", "H", "H"], "coordinates": [[-1.0088, -0.3900, -0.0878], [1.4405, -3.6595, 0.7131], [-0.0304, -3.4710, 1.0992], [-0.8165, -2.8922, -0.4708], [-1.3375, -4.5597, -0.9875], [-0.6184, -5.3260, -1.9099], [-1.1017, -6.5377, -2.3173], [-2.2074, -7.1335, -1.6997], [-2.8917, -6.4248, -0.6884], [-2.3811, -5.1696, -0.2911], [-2.4624, -2.2264, -0.1701], [-2.6620, -1.2381, 0.8600], [-3.7504, -0.2946, 0.6893], [-4.6085, -0.3691, -0.3935], [-4.4591, -1.3607, -1.3683], [-3.4795, -2.3209, -1.2173], [2.2173, -2.3162, 0.6758], [2.7511, -1.5249, -0.8986], [1.3543, -0.6286, -1.7044], [1.1377, -0.5874, -3.0652], [0.3997, 0.5061, -3.6129], [-0.1296, 1.4933, -2.8239], [0.4006, 1.7064, -1.4431], [0.7530, 0.3861, -0.8360], [3.1919, -2.7235, -2.1077], [2.2152, -3.4464, -2.8126], [2.5551, -4.1998, -3.8935], [3.8700, -4.1933, -4.3500], [4.8294, -3.5021, -3.6618], [4.5217, -2.8205, -2.5016], [1.4772, -4.1676, -0.2260], [1.9112, -4.3027, 1.5457], [-0.0964, -2.7478, 1.9249], [-0.4064, -4.4527, 1.4232], [0.3023, -4.8965, -2.2729], [-0.6230, -7.0539, -3.1361], [-2.6179, -8.0339, -2.1095], [-3.7845, -6.8223, -0.1994], [-2.8647, -4.6011, 0.5498], [-2.3362, -1.4982, 1.8770], [-3.8146, 0.4672, 1.4474], [-5.4293, 0.3247, -0.5404], [-5.0709, -1.3146, -2.2508], [-3.4467, -3.0829, -1.9957], [3.1103, -2.2846, 1.3252], [1.5606, -1.5674, 1.1556], [1.5968, -1.2905, -3.7008], [0.3230, 0.5195, -4.6717], [-1.0251, 2.0355, -3.1409], [1.2371, 2.4580, -1.4612], [1.2506, 0.5118, 0.1084], [1.2095, -3.2376, -2.4777], [1.8390, -4.8498, -4.4473], [4.1419, -4.7150, -5.2711], [5.8492, -3.5043, -4.0016], [5.2326, -2.3154, -1.8586], [1.3422, 1.9130, 3.8640], [0.1358, 0.9728, 3.9669], [0.1760, 0.0204, 5.1782], [0.1190, 0.0851, 2.7247], [-0.9169, 0.5022, 1.8532], [-1.7152, 1.4963, 2.4241], [-1.3083, 1.7312, 3.8172], [-1.2532, 3.2573, 4.1073], [-2.3568, 1.0927, 4.8014], [2.2800, 1.3218, 3.6886], [1.4509, 2.4070, 4.8456], [1.2528, 2.6662, 3.0656], [1.1976, -0.3903, 5.2577], [-0.5763, -0.7596, 4.9861], [0.0598, 0.5926, 6.1453], [-0.5680, 3.8279, 3.4525], [-0.9284, 3.3146, 5.1420], [-2.2755, 3.6512, 4.0295], [-2.4601, 0.0156, 4.6076], [-3.3515, 1.5894, 4.6278], [-2.0439, 1.2528, 5.8642], [-0.6676, 6.6947, -2.1344], [0.6090, 6.3017, -1.4102], [1.8182, 6.4378, -2.0719], [3.0808, 6.1875, -1.5117], [4.4814, 6.2073, -2.4424], [3.1463, 5.8594, -0.1587], [1.9385, 5.7940, 0.6035], [0.7156, 5.9733, -0.0165], [-0.4211, 5.6022, 0.7613], [-1.2151, 4.4626, 0.4199], [-0.2854, 3.1749, 0.3553], [0.7031, 3.0657, 1.0716], [-0.6967, 2.3080, -0.6186], [-0.4451, 7.3942, -2.9469], [-1.4971, 7.0691, -1.5022], [-1.0585, 5.7462, -2.6306], [1.8033, 6.6532, -3.1351], [4.1025, 5.6231, 0.3422], [2.0267, 5.6515, 1.6690], [-1.6347, 4.5645, -0.5783], [-1.9821, 4.3158, 1.1655]], "forces_ev_per_angstrom": [[0.39, 0.73, -0.68], [1.07, -0.02, 2.25], [0.28, 0.19, 0.39], [-0.74, -1.29, 1.24], [0.49, -1.20, -0.16], [-0.28, 1.42, 0.34], [-0.26, -1.32, 0.06], [-0.59, 1.62, 0.08], [1.09, 0.25, 0.01], [-1.31, 0.16, 0.30], [-1.98, 0.13, -0.84], [-1.30, -0.71, 0.69], [-0.56, -0.65, -0.37], [0.50, 0.83, 0.85], [0.70, -0.66, 0.50], [1.02, 0.57, -0.13], [-0.71, 0.38, 0.41], [-0.26, 1.15, 0.18], [0.03, 1.11, 3.76], [-0.65, 2.30, -1.36], [1.14, -1.32, 0.77], [-0.64, 0.01, 0.34], [-0.82, 0.21, 0.20], [2.23, -0.55, -1.76], [-0.05, -1.19, -0.86], [0.16, 1.03, 0.95], [-0.46, -1.42, -1.43], [-0.25, -0.32, -0.56], [0.99, 0.04, 0.34], [-0.65, 0.40, 0.59], [0.44, -0.67, -0.56], [-0.54, 0.72, -1.53], [-0.13, -0.13, -0.18], [-0.29, 0.50, -0.14], [-0.12, -0.28, -0.53], [0.18, -0.15, 0.05], [-0.04, -0.46, 0.06], [0.41, 0.03, -0.15], [0.33, -0.72, -1.02], [-0.19, 0.27, -0.34], [-0.36, 0.16, 0.10], [0.24, 0.23, 0.30], [-0.32, -0.39, -0.08], [0.48, 0.05, 0.28], [-0.28, -0.38, -0.42], [0.26, 0.06, -0.12], [0.29, -0.65, -0.74], [-0.73, 0.00, -0.76], [0.66, 0.36, -0.09], [-0.49, -0.58, 0.16], [0.47, 0.03, 0.49], [-0.27, -0.48, -0.27], [0.34, 0.82, 0.57], [-0.16, 0.07, 0.38], [0.25, -0.07, -0.15], [0.39, 0.03, -0.46], [0.39, -0.51, 0.30], [-1.16, 0.00, -1.20], [0.84, 0.92, -0.05], [-1.03, 0.90, -0.26], [1.02, 0.46, 2.60], [0.50, -0.79, -0.09], [0.63, -0.20, 0.80], [-0.05, -1.00, -0.56], [-0.20, 0.81, -0.68], [-0.87, 0.40, 0.15], [0.05, -0.01, -0.42], [-0.02, -0.48, 0.48], [-0.49, -0.19, -0.25], [0.48, 0.22, 0.66], [-0.34, -0.70, -1.05], [-0.37, -0.40, 0.32], [0.06, 0.44, 0.14], [0.32, 0.03, 0.03], [-0.07, 0.35, 0.12], [0.92, -0.50, 0.23], [-0.36, -0.13, -0.99], [-0.59, -1.82, -0.35], [0.37, 0.77, 1.70], [0.60, -0.30, -0.76], [-1.78, -0.50, 1.69], [0.97, 0.12, -0.81], [-0.70, 0.16, 0.75], [1.47, 0.45, -1.21], [-1.28, -1.53, -0.69], [-0.13, 0.57, 0.11], [2.23, -0.49, -0.94], [0.70, 1.36, 1.55], [-1.87, -0.39, -2.19], [0.93, 0.36, -0.43], [-0.09, -0.06, 0.32], [0.75, -0.10, -0.17], [0.20, 1.13, 0.40], [-0.08, 0.23, 0.02], [-0.62, 0.32, -0.44], [-0.32, -0.38, 0.02], [-0.31, 0.07, -0.02], [-0.13, 0.17, 0.25]]}